No. 1
# C26H35AsBrFN7O5SV

A molecular structure, C26H35AsBrFN7O5SV (ωB97M-V/def2-TZVPD, OMol25).

Calculated values
charge: +1
calculated total energy: -8023.0128 hartree
2S+1: 4
LUMO (spin up / spin down): -3.4 / -3.4 eV

Cartesian coordinates (Å):
V -0.924 -2.112 1.775
C 3.070 4.299 0.529
C 1.549 4.291 0.587
N 0.990 2.950 0.421
C 0.685 2.232 1.534
C 0.243 0.950 1.537
C 0.074 0.278 2.902
O -0.327 0.986 3.821
O 0.437 -0.939 2.921
C -0.010 0.299 0.296
O -0.527 -0.830 0.162
C 0.348 1.059 -0.896
C 0.160 0.465 -2.150
C 0.483 1.149 -3.281
F 0.232 0.600 -4.492
C 1.036 2.439 -3.237
C 1.213 3.032 -2.001
C 0.855 2.363 -0.818
N 1.355 3.102 -4.435
C 1.260 4.529 -4.568
C 2.636 5.188 -4.596
N 3.438 4.544 -5.696
C 3.539 3.049 -5.528
C 2.132 2.465 -5.470
H 3.446 5.313 0.665
H 3.438 3.914 -0.423
H 3.482 3.674 1.321
H 1.108 4.953 -0.160
H 1.210 4.660 1.553
H 0.811 2.742 2.481
H -0.272 -0.526 -2.198
H 1.651 4.019 -1.948
H 0.675 4.948 -3.753
H 0.733 4.782 -5.499
H 3.183 5.014 -3.670
H 2.585 6.255 -4.801
H 4.371 4.956 -5.739
H 2.987 4.744 -6.593
H 4.078 2.875 -4.597
H 4.115 2.660 -6.365
H 2.216 1.399 -5.288
H 1.646 2.583 -6.447
N -3.806 -3.894 3.259
N -3.095 -4.968 3.801
C -1.823 -4.820 4.202
N -1.264 -5.933 4.719
S -0.915 -3.409 4.104
H -4.783 -4.024 3.487
H -3.668 -3.876 2.248
H -3.343 -5.892 3.465
H -1.834 -6.691 5.057
H -0.324 -5.849 5.063
Br 2.756 -2.019 0.924
C 1.846 -3.678 0.856
C 2.578 -4.826 0.610
C 1.885 -6.022 0.537
C 0.509 -6.018 0.683
C -0.136 -4.816 0.912
N 0.535 -3.657 1.028
C -1.653 -4.757 0.992
O -2.249 -5.822 1.127
O -2.165 -3.592 0.900
H 3.648 -4.769 0.482
H 2.418 -6.947 0.354
H -0.088 -6.916 0.619
C -4.707 -1.215 1.397
As -3.104 -0.696 2.382
C -3.723 -0.569 4.222
C -3.114 1.204 1.925
H -5.586 -0.717 1.804
H -4.848 -2.291 1.414
H -4.571 -0.910 0.360
H -4.667 -0.028 4.277
H -2.955 -0.040 4.785
H -3.833 -1.571 4.627
H -4.104 1.626 2.093
H -2.843 1.333 0.876
H -2.385 1.714 2.553

---

No. 2
# C2H3N4

A gas-phase ion, C2H3N4 (charge +1) in a non-equilibrium geometry (ωB97M-V/def2-TZVPD, OMol25).

Calculated values
charge: +1
calculated total energy: -296.4031 hartree
LUMO (spin up / spin down): -6.8 / -7.0 eV

Cartesian coordinates (Å):
C 0.866 -0.604 -0.220
C -0.578 -0.357 -0.713
N 1.215 0.669 0.293
N 0.473 -0.238 1.134
N -0.005 1.427 -0.033
N -0.754 0.332 0.551
H 1.585 -1.369 -0.467
H -1.169 -0.345 -1.608
H -1.632 0.486 1.064

---

No. 3
# C43H59I2N4O8SScSi

A molecular structure, C43H59I2N4O8SScSi in a non-equilibrium geometry (ωB97M-V/def2-TZVPD, OMol25).

Calculated values
charge: -2
calculated total energy: -4539.2859 hartree
LUMO: 3.5 eV

Cartesian coordinates (Å):
Sc -0.329 -0.816 -0.171
O 1.593 -1.341 0.218
C 1.673 -1.960 1.337
O 0.752 -2.040 2.154
H 2.642 -2.440 1.540
I -0.250 -1.571 -2.959
I -0.356 2.133 5.624
C -0.841 1.548 3.717
C -1.409 2.325 2.729
N -1.509 1.542 1.655
N -1.018 0.316 1.865
C -0.601 0.302 3.123
H -1.722 3.356 2.720
H -1.782 1.740 0.698
H -0.137 -0.583 3.521
C 3.544 0.252 -1.984
C 4.645 0.031 -0.952
C 4.806 -1.459 -0.686
C 5.961 0.638 -1.434
O 4.328 0.632 0.311
Si 3.438 1.985 0.668
S 1.415 1.807 0.563
O 3.999 2.446 2.175
C 4.170 1.697 3.377
C 3.138 0.581 3.501
C 3.998 2.694 4.516
C 5.581 1.112 3.386
O 4.096 3.171 -0.317
C 4.247 4.578 -0.123
C 3.057 5.181 0.624
C 4.342 5.184 -1.519
C 5.545 4.840 0.642
H 3.811 -0.240 -2.926
H 3.403 1.319 -2.179
H 2.603 -0.169 -1.636
H 5.129 -1.982 -1.593
H 3.851 -1.875 -0.361
H 5.554 -1.617 0.096
H 6.273 0.179 -2.378
H 6.743 0.471 -0.686
H 5.844 1.714 -1.579
H 2.127 0.984 3.411
H 3.244 0.071 4.464
H 3.275 -0.150 2.702
H 2.984 3.100 4.499
H 4.708 3.518 4.398
H 4.169 2.216 5.486
H 5.710 0.450 2.527
H 5.758 0.546 4.307
H 6.321 1.915 3.318
H 2.125 4.915 0.124
H 3.154 6.272 0.657
H 3.007 4.801 1.646
H 3.402 5.049 -2.057
H 5.135 4.685 -2.081
H 4.566 6.255 -1.467
H 5.505 4.343 1.612
H 5.695 5.915 0.793
H 6.395 4.441 0.080
O 0.096 -3.567 -0.339
C -1.073 -3.614 -0.007
N -1.854 -4.756 -0.009
C -3.230 -4.417 0.274
C -3.049 -2.924 0.731
O -3.944 -2.319 1.283
N -1.795 -2.512 0.408
C -3.763 -5.316 1.387
C -4.349 -6.544 1.095
C -4.719 -7.420 2.109
C -4.511 -7.075 3.437
C -3.925 -5.851 3.738
C -3.554 -4.981 2.724
C -4.113 -4.361 -0.973
C -3.543 -4.171 -2.227
C -4.345 -4.022 -3.353
C -5.725 -4.057 -3.238
C -6.303 -4.219 -1.984
C -5.504 -4.362 -0.860
H -1.591 -5.507 -0.625
H -4.521 -6.818 0.061
H -5.170 -8.373 1.858
H -4.799 -7.754 4.231
H -3.755 -5.569 4.771
H -3.098 -4.029 2.972
H -2.467 -4.078 -2.332
H -3.877 -3.847 -4.314
H -6.350 -3.930 -4.115
H -7.381 -4.215 -1.877
H -5.958 -4.454 0.119
C 0.549 1.978 -4.100
C 0.040 2.301 -2.692
C 0.587 3.663 -2.252
C -1.473 2.275 -2.629
C -2.145 3.161 -3.470
C -3.523 3.244 -3.520
C -4.254 2.375 -2.727
C -3.643 1.459 -1.878
C -4.553 0.453 -1.199
C -4.505 0.449 0.329
C -4.349 -0.940 -1.799
C -2.225 1.428 -1.776
O -1.661 0.589 -0.890
H 1.642 1.937 -4.098
H 0.245 2.750 -4.816
H 0.174 1.013 -4.442
H 0.435 1.553 -2.014
H 0.294 4.444 -2.966
H 1.678 3.625 -2.191
H 0.224 3.938 -1.261
H -1.551 3.812 -4.104
H -4.018 3.946 -4.182
H -5.339 2.375 -2.781
H -5.565 0.769 -1.471
H -3.605 -0.023 0.705
H -5.344 -0.125 0.729
H -4.565 1.470 0.721
H -3.318 -1.270 -1.673
H -4.557 -0.923 -2.873
H -5.008 -1.670 -1.324

---

No. 4
# C7H15N4PS

A single C7H15N4PS molecule in a non-equilibrium geometry (ωB97M-V/def2-TZVPD, OMol25).

Calculated values
SMILES: CN(C)P(=S)(N(C)C)n1ccnc1
charge: 0
calculated total energy: -1234.2699 hartree
LUMO: 0.6 eV

Cartesian coordinates (Å):
C 0.987 2.684 0.622
N 0.599 1.270 0.723
C 1.346 0.543 1.667
P -0.401 0.526 -0.450
S -1.574 1.766 -1.778
N 0.525 -0.658 -1.218
C -0.143 -1.275 -2.404
C 1.964 -0.337 -1.291
N -1.390 -0.502 0.532
C -2.715 -0.240 0.907
C -3.108 -1.461 1.437
N -2.055 -2.312 1.493
C -1.096 -1.773 0.842
H 0.164 3.288 0.448
H 1.351 2.876 1.699
H 1.907 2.847 -0.046
H 1.062 0.868 2.664
H 1.166 -0.583 1.699
H 2.396 0.691 1.512
H 0.077 -0.682 -3.325
H 0.486 -2.167 -2.590
H -1.184 -1.356 -2.209
H 2.627 -1.130 -0.850
H 2.220 -0.183 -2.427
H 2.168 0.662 -0.703
H -3.160 0.742 0.759
H -4.052 -1.806 1.807
H -0.168 -2.297 0.480

---

No. 5
# H4O2Si

2 unconnected molecules or ions with the total composition H4O2Si in a non-equilibrium geometry (ωB97M-V/def2-TZVPD, OMol25).

Calculated values
charge: 0
calculated total energy: -442.1270 hartree
LUMO (spin up / spin down): -0.8 / -1.0 eV

Cartesian coordinates (Å):
O -2.626 -0.106 0.562
O -1.775 -0.290 -0.475
Si 0.851 -0.286 0.183
H -2.821 0.868 0.337
H 0.898 0.871 -0.782
H 1.917 -1.352 -0.189
H 0.402 -0.346 1.676

---

No. 6
# C2H30N2O11

12 unconnected molecules or ions with the total composition C2H30N2O11 in a non-equilibrium geometry (ωB97M-V/def2-TZVPD, OMol25).

Calculated values
SMILES: NCCN.O.O.O.O.O.O.O.O.O.O.O
charge: 0
calculated total energy: -1031.3486 hartree
LUMO: 0.3 eV

Cartesian coordinates (Å):
N -0.953 -1.900 2.350
C -1.858 -1.241 1.390
C -1.156 -0.233 0.464
N -1.498 1.178 0.503
H -1.343 -1.743 3.266
H -0.008 -1.545 2.375
H -2.633 -0.708 1.927
H -2.352 -2.001 0.792
H -0.073 -0.239 0.646
H -1.332 -0.555 -0.559
H -2.496 1.312 0.479
H -1.044 1.636 1.260
O 1.399 0.084 4.065
H 0.723 -0.525 4.344
H 1.978 -0.486 3.519
O 0.757 1.409 -2.124
H 1.180 1.711 -1.275
H 0.517 2.159 -2.678
O 2.502 -1.645 2.229
H 2.642 -2.600 2.204
H 3.063 -1.355 1.481
O 3.029 -0.472 -0.131
H 2.585 -0.728 -0.978
H 3.768 0.111 -0.317
O -1.855 2.233 -2.234
H -2.232 3.001 -1.802
H -1.100 1.929 -1.706
O 0.380 -2.128 -2.267
H -0.364 -1.708 -1.818
H 0.635 -2.833 -1.660
O 1.703 2.171 0.176
H 1.875 1.267 0.503
H 1.177 2.393 0.976
O 0.306 2.038 2.664
H 0.295 2.827 3.209
H 0.711 1.340 3.215
O 2.552 -0.403 -2.758
H 2.016 0.413 -2.768
H 1.893 -1.120 -2.730
O -3.623 -0.232 -1.145
H -4.251 -0.847 -0.905
H -3.745 0.346 -1.895
O -1.636 -0.845 -4.152
H -1.214 0.016 -4.079
H -0.920 -1.484 -4.056

---

No. 7
# CH2O2S

A single CH2O2S molecule in a non-equilibrium geometry (ωB97M-V/def2-TZVPD, OMol25).

Calculated values
charge: 0
calculated total energy: -587.8876 hartree
LUMO: 0.5 eV

Cartesian coordinates (Å):
C 0.408 -0.182 -0.059
O 2.807 0.728 0.462
O 1.130 -1.268 0.453
S 2.115 -0.125 -0.434
H -0.333 -0.541 -0.615
H 0.146 0.489 0.716

---

No. 8
# C2H6Cl2OSi

2 unconnected molecules or ions with the total composition C2H6Cl2OSi in a non-equilibrium geometry (ωB97M-V/def2-TZVPD, OMol25).

Calculated values
charge: 0
calculated total energy: -1364.8455 hartree
LUMO: -1.7 eV

Cartesian coordinates (Å):
C -0.014 2.445 -0.262
C -0.489 -1.909 0.648
O -0.033 0.996 -0.316
Si -0.306 -0.516 -0.696
Cl -0.434 -3.380 -0.288
Cl 2.856 -1.089 0.827
H -0.535 2.650 0.620
H -0.623 2.806 -1.038
H 1.069 2.667 -0.135
H -1.216 -1.869 1.493
H 0.540 -1.886 1.110
H -0.815 -0.914 -1.964